Density functional theory data (ωB97M-V with the def2-TZVPD basis set) for 3 unconnected molecules or ions with the total composition C2H12NO2 at a distorted geometry.

Values from the calculation:
Net charge: +1
Kohn-Sham gap (eV): 12.04
HOMO level (eV): -15.141
Spin multiplicity: 1
DFT total energy (Eh): -288.36794
LUMO energy (eV): -3.104

Last column: natural (NBO) charge in e.
Atoms and positions in Å:
1 C 1.61412 -1.53004 0.99540  -0.418
2 N 0.27076 -0.91988 0.55170  -0.511
3 C -0.21308 -1.77406 -0.63009  -0.399
4 H 1.98962 -0.87884 1.80137  0.236
5 H 2.38817 -1.52234 0.23663  0.242
6 H 1.44495 -2.53888 1.35134  0.234
7 H -0.18444 -1.15851 1.43801  0.421
8 H 0.09724 0.08623 0.51053  0.470
9 H 0.37621 -2.69294 -0.62575  0.226
10 H -1.27950 -1.93388 -0.56585  0.240
11 H 0.15780 -1.14891 -1.43391  0.251
12 H -2.31617 3.49255 -0.29421  0.481
13 H -1.40645 4.28314 0.62784  0.502
14 O -1.45085 3.46154 0.10596  -0.971
15 H -0.86468 1.84968 -0.69272  0.502
16 H -0.35818 1.59915 -2.14798  0.499
17 O -0.26553 1.32601 -1.22827  -1.003

Atomic forces in eV per Å
C 0.83 2.17 0.42
N 0.26 -3.07 1.78
C 0.96 1.34 0.57
H -0.13 -0.48 -0.12
H -0.33 0.05 -0.46
H -0.28 0.03 -0.02
H -0.97 -0.10 -0.51
H 0.93 0.12 -1.08
H -0.43 0.06 0.18
H -0.09 0.11 -0.31
H -0.69 -0.26 -0.63
H -0.54 0.12 -0.20
H 0.16 -0.52 -0.25
O 0.12 0.42 0.49
H -0.05 0.78 -0.09
H -0.06 0.12 0.24
O 0.30 -0.91 -0.02

***

Density functional theory data (ωB97M-V with the def2-TZVPD basis set) for 4 unconnected molecules or ions with the total composition C2H12NO3.

Values from the calculation:
Net charge: 0
Kohn-Sham gap (alpha / beta) (eV): 4.89 / 7.14
HOMO level (alpha / beta) (eV): -4.389 / -6.758
Spin multiplicity: 2
DFT total energy (Eh): -363.73278
LUMO energy (alpha / beta) (eV): 0.503 / 0.387

Last column: natural (NBO) charge in e.
Atoms and positions in Å:
1 C 0.52318 1.07356 -0.93587  -0.342
2 C 1.73514 0.38782 -0.97552  -0.723
3 N -0.13848 1.34519 0.40054  -0.742
4 H -0.15317 1.34792 -1.73549  0.178
5 H 2.01643 -0.41928 -1.65840  0.163
6 H 2.63200 0.72784 -0.44156  0.168
7 H 0.43025 0.92900 1.14961  0.448
8 H -1.09092 0.94915 0.49637  0.435
9 H -0.26419 2.34387 0.51049  0.392
10 H -3.33593 -0.13972 -0.13512  0.474
11 H -2.03467 -0.69334 -0.77130  0.515
12 O -2.46380 0.11934 -0.44299  -0.984
13 H -0.34365 -2.76517 -0.88736  0.484
14 H -0.01531 -1.37154 -1.50297  0.507
15 O -0.66937 -1.86797 -0.99499  -0.981
16 H 1.63564 -1.04872 2.28069  0.487
17 H 0.68793 -0.42151 3.29563  0.473
18 O 0.84893 -0.49644 2.34823  -0.952

Atomic forces in eV per Å
C -0.09 -0.03 -0.31
C 0.68 -0.18 0.28
N -0.01 0.29 0.04
H -0.07 -0.38 0.00
H -0.38 0.34 -0.39
H -0.34 -0.09 0.31
H 0.02 0.18 -0.16
H 0.20 -0.31 -0.46
H 0.26 0.18 0.37
H -0.01 -0.04 -0.03
H 0.07 0.03 0.18
O -0.32 -0.01 -0.02
H 0.06 0.10 -0.07
H 0.26 0.12 0.29
O -0.33 -0.22 -0.16
H 0.02 0.07 -0.29
H -0.03 0.00 -0.01
O 0.00 -0.05 0.43

***

Density functional theory data (ωB97M-V with the def2-TZVPD basis set) for 4 unconnected molecules or ions with the total composition C2H12NO3 at a distorted geometry.

Values from the calculation:
Net charge: +1
Kohn-Sham gap (eV): 8.51
HOMO level (eV): -13.876
Spin multiplicity: 1
DFT total energy (Eh): -363.57783
LUMO energy (eV): -5.370

Last column: natural (NBO) charge in e.
Atoms and positions in Å:
1 C -0.04152 0.19166 -0.23405  -0.449
2 C -1.75308 1.20503 1.16150  0.164
3 N -0.52766 1.10441 0.82092  -0.391
4 H 0.96846 0.43009 -0.57211  0.264
5 H -0.00815 -0.86610 0.05089  0.266
6 H -0.65675 0.33908 -1.11555  0.232
7 H -2.46764 1.21173 0.33327  0.210
8 H -2.15118 1.16227 2.17070  0.237
9 H 0.11726 1.09433 1.62024  0.448
10 H -2.30996 -1.14148 -5.32253  0.478
11 H -2.79577 -0.41520 -4.05843  0.462
12 O -2.13064 -0.37922 -4.75634  -0.940
13 H 1.92826 -2.82741 1.85230  0.483
14 H 2.77878 -2.14222 0.97856  0.481
15 O 1.89462 -2.02688 1.33285  -0.959
16 H 2.71585 1.68041 2.18673  0.494
17 H 2.21311 0.24790 1.97173  0.493
18 O 2.22599 1.13158 1.57931  -0.973

Atomic forces in eV per Å
C 0.47 0.75 -2.19
C -0.82 -0.18 -1.74
N 0.39 -2.13 2.51
H -0.11 0.41 0.53
H -0.43 0.45 0.59
H -0.32 -0.22 -0.06
H -0.04 -0.35 0.30
H 0.54 0.98 0.19
H 0.41 0.38 -0.33
H 0.00 0.18 0.12
H 0.02 -0.07 -0.26
O -0.04 -0.12 0.17
H -0.88 -0.48 0.75
H 0.41 0.69 -0.75
O 0.46 -0.04 0.03
H 0.32 0.29 0.28
H 0.30 -0.13 -0.06
O -0.69 -0.42 -0.08

***

Density functional theory data (ωB97M-V with the def2-TZVPD basis set) for 4 unconnected molecules or ions with the total composition C2H12NO3 at a distorted geometry.

Values from the calculation:
Net charge: +1
Kohn-Sham gap (eV): 10.56
HOMO level (eV): -14.917
Spin multiplicity: 1
DFT total energy (Eh): -363.61298
LUMO energy (eV): -4.359

Last column: natural (NBO) charge in e.
Atoms and positions in Å:
1 C 1.46483 -0.67604 0.95517  -0.429
2 C 2.22683 0.21217 -1.21358  0.120
3 N 1.33169 0.01197 -0.33196  -0.378
4 H 1.44015 0.04555 1.76498  0.247
5 H 2.45089 -1.14233 1.00608  0.225
6 H 0.72250 -1.46625 0.92486  0.249
7 H 3.22097 -0.10473 -0.91093  0.207
8 H 1.95052 0.36633 -2.24885  0.241
9 H 0.42342 0.47945 -0.47374  0.491
10 H -2.87036 -2.66754 1.09468  0.488
11 H -4.10018 -1.90850 0.70284  0.496
12 O -3.13177 -1.87105 0.62681  -0.964
13 H 0.63198 3.27150 0.67494  0.484
14 H -0.53825 3.03831 -0.17679  0.483
15 O 0.38286 2.76901 -0.11488  -0.959
16 H -2.08285 0.43975 -1.30480  0.489
17 H -2.02921 -0.70910 -0.22579  0.519
18 O -1.49401 -0.08851 -0.74902  -1.009

Atomic forces in eV per Å
C 1.28 0.17 -0.52
C 0.11 -1.94 0.80
N -0.28 1.33 -0.19
H -0.69 -0.11 0.13
H -0.07 -0.02 -0.16
H -0.27 0.21 0.52
H 0.15 0.04 -0.52
H 0.06 1.09 0.15
H -0.41 -0.76 -0.22
H 0.31 -0.14 0.04
H 0.36 0.31 -0.21
O -0.65 -0.23 0.22
H 0.42 -0.17 -0.16
H -0.28 -0.15 -0.41
O -0.15 0.23 0.57
H -0.01 -0.37 0.27
H -0.35 0.08 -0.15
O 0.48 0.43 -0.17

***

Density functional theory data (ωB97M-V with the def2-TZVPD basis set) for 4 unconnected molecules or ions with the total composition C2H12NO4 at a distorted geometry.

Values from the calculation:
Net charge: -1
Kohn-Sham gap (eV): 8.05
HOMO level (eV): -4.227
Spin multiplicity: 1
DFT total energy (Eh): -439.12830
LUMO energy (eV): 3.819

Last column: natural (NBO) charge in e.
Atoms and positions in Å:
1 C 1.37710 -0.88765 -0.87999  -0.077
2 O 1.77088 -0.58868 -2.25799  -0.745
3 C 1.11295 0.39419 -0.05228  -0.238
4 N -0.19912 0.92285 -0.23955  -0.886
5 H 2.34984 -1.33988 -0.53963  0.167
6 H 0.53208 -1.55071 -0.74677  0.184
7 H 1.87059 1.09535 -0.48928  0.173
8 H 1.38122 0.21080 1.01743  0.184
9 H -0.41658 1.31971 -1.81978  0.478
10 H -0.25761 1.90812 0.06609  0.371
11 H -1.60401 1.72337 -2.73885  0.454
12 H 1.10509 -0.03779 -2.61194  0.474
13 O -0.66572 1.63918 -2.76465  -1.033
14 H -2.32962 -1.52610 1.22261  0.415
15 H -0.84523 0.24304 0.12659  0.456
16 O -1.72639 -0.75370 1.47834  -1.298
17 H -0.85538 -1.53777 4.16547  0.438
18 H -1.46696 -0.60449 3.04253  0.524
19 O -1.13314 -0.62984 4.02163  -1.043

Atomic forces in eV per Å
C 2.04 0.79 0.17
O 0.12 -1.15 1.45
C 2.26 -0.08 -0.32
N 0.78 1.21 -1.22
H -1.27 0.09 0.26
H -0.15 -0.43 -0.43
H -0.46 -0.20 0.63
H -0.25 -0.01 -0.61
H -0.53 0.18 -0.53
H -0.39 -1.28 0.31
H -1.00 0.01 0.02
H -1.34 1.05 -0.90
O 1.38 -0.21 0.22
H 1.29 1.71 0.65
H -1.35 -0.03 1.26
O -1.17 -1.54 -0.82
H -0.04 0.05 -0.21
H 0.34 -0.41 0.16
O -0.25 0.26 -0.09

***

Density functional theory data (ωB97M-V with the def2-TZVPD basis set) for 4 unconnected molecules or ions with the total composition C2H12NO4 at a distorted geometry.

Values from the calculation:
Net charge: +1
Kohn-Sham gap (eV): 11.20
HOMO level (eV): -14.378
Spin multiplicity: 1
DFT total energy (Eh): -438.82891
LUMO energy (eV): -3.176

Last column: natural (NBO) charge in e.
Atoms and positions in Å:
1 O 2.20411 0.80008 -0.45683  -0.500
2 C 2.21577 0.70368 0.74960  0.415
3 C 0.84682 0.07474 1.26361  -0.339
4 N -0.16477 0.11955 0.08607  -0.683
5 H 3.07471 0.87188 1.40715  0.181
6 H 0.81603 -1.04181 1.46406  0.268
7 H 0.55372 0.80914 2.09890  0.249
8 H -0.05990 -0.74716 -0.43989  0.451
9 H -1.10457 0.11106 0.39748  0.442
10 H -0.13926 0.98951 -0.35703  0.460
11 H 0.16586 3.20243 -0.75450  0.505
12 H -1.32659 2.81641 -0.86872  0.493
13 O -0.52931 2.64167 -0.54436  -0.951
14 H -3.63204 -0.34117 -1.65670  0.500
15 H -2.24432 0.19475 -2.15094  0.478
16 O -2.78202 -0.05206 -1.26835  -0.974
17 H 1.07049 -3.67695 1.02962  0.479
18 H 0.53635 -4.09418 -0.34493  0.495
19 O 0.49894 -3.38158 0.34579  -0.970

Atomic forces in eV per Å
O 1.29 0.96 0.70
C -2.32 -2.45 -2.02
C -0.26 0.80 0.59
N 1.44 -2.17 2.64
H -0.12 0.26 0.13
H 0.68 1.59 0.67
H -0.32 -1.70 -0.99
H 0.28 0.39 -0.57
H -1.46 -0.40 0.96
H 0.66 2.08 -1.97
H 1.38 1.99 -0.99
H -4.87 1.87 -2.37
O 3.43 -3.50 3.23
H 0.44 0.13 0.48
H -1.84 -0.83 2.94
O 1.58 0.78 -3.43
H 0.80 -0.56 0.95
H -0.07 1.02 1.00
O -0.73 -0.25 -1.95

***

Density functional theory data (ωB97M-V with the def2-TZVPD basis set) for 4 unconnected molecules or ions with the total composition C2H12O3S at a distorted geometry.

Values from the calculation:
Net charge: 0
Kohn-Sham gap (eV): 8.71
HOMO level (eV): -8.352
Spin multiplicity: 1
DFT total energy (Eh): -707.26208
LUMO energy (eV): 0.355
Structure (SMILES): CSC.O.O.O

Last column: natural (NBO) charge in e.
Atoms and positions in Å:
1 C 3.59682 -3.98926 1.85761  -0.763
2 S 3.12001 -3.09414 0.38006  0.177
3 C 2.14829 -1.72992 1.08569  -0.745
4 H 3.12024 -3.63693 2.77993  0.225
5 H 4.67180 -3.86102 2.03193  0.216
6 H 3.42630 -5.05265 1.67885  0.228
7 H 2.96467 -1.30175 1.70227  0.211
8 H 2.01072 -0.98365 0.30598  0.234
9 H 1.33472 -1.93114 1.76890  0.218
10 H -5.48075 0.49759 0.48686  0.473
11 H -6.24863 -0.29322 1.60968  0.474
12 O -5.41522 0.06565 1.34806  -0.947
13 H -2.55104 5.25532 -2.98750  0.491
14 H -1.60587 5.70653 -4.16292  0.461
15 O -1.88092 5.89932 -3.26197  -0.963
16 H -2.13978 3.46646 -1.36370  0.486
17 H -3.35202 4.26562 -0.71494  0.485
18 O -2.71209 4.23083 -1.44184  -0.960

Atomic forces in eV per Å
C 0.84 -0.14 0.43
S -0.98 -0.19 -0.55
C 2.62 0.63 0.76
H -0.29 -0.18 -0.42
H -0.13 -0.03 -0.09
H -0.18 0.14 0.29
H -0.78 0.37 0.07
H -0.60 -0.24 0.01
H -0.50 -0.37 -0.49
H -0.40 -0.29 0.31
H -0.89 -0.17 -0.14
O 1.29 0.46 -0.19
H 0.40 0.09 -0.10
H -0.23 -0.09 0.07
O 0.10 0.31 -0.27
H -0.11 -0.13 0.36
H 0.50 -0.38 -0.21
O -0.65 0.20 0.18

***

Density functional theory data (ωB97M-V with the def2-TZVPD basis set) for 4 unconnected molecules or ions with the total composition C2H12O3S at a distorted geometry.

Values from the calculation:
Net charge: 0
Kohn-Sham gap (eV): 9.42
HOMO level (eV): -9.660
Spin multiplicity: 1
DFT total energy (Eh): -707.21327
LUMO energy (eV): -0.241
Structure (SMILES): CSC.O.O.O

Last column: natural (NBO) charge in e.
Atoms and positions in Å:
1 C -0.56614 -1.92690 1.64591  -0.555
2 S 0.29396 -0.30700 0.62622  -0.205
3 C 0.31087 -1.73996 -1.07264  -0.505
4 H -1.42285 -2.13877 1.09898  0.203
5 H 0.22238 -2.71586 1.54598  0.214
6 H -0.74345 -1.53765 2.65751  0.225
7 H 0.76459 -1.16853 -1.85146  0.228
8 H -0.81446 -1.94654 -1.22317  0.234
9 H 0.85498 -2.48395 -0.62947  0.193
10 H -1.29151 1.26088 -2.25463  0.494
11 H -0.71285 0.05556 -1.38853  0.470
12 O -1.19782 0.29088 -2.21466  -0.985
13 H 0.89491 1.57783 1.40722  0.468
14 H 1.99566 2.36134 2.01229  0.474
15 O 1.14148 2.49092 1.58142  -0.952
16 H 0.14668 3.24992 -0.17290  0.493
17 H 0.18477 1.90507 -0.76758  0.455
18 O -0.06119 2.77276 -1.00050  -0.949

Atomic forces in eV per Å
C 3.29 2.29 -0.07
S -1.24 -5.00 -1.00
C -3.08 3.19 1.50
H -1.53 -0.32 -0.78
H -0.87 0.82 0.43
H 0.10 -0.46 -0.43
H 0.27 -0.06 -0.51
H 2.10 0.30 0.19
H 1.33 -1.85 0.77
H 0.17 -0.58 0.34
H -0.94 0.92 -0.81
O 0.21 0.17 0.20
H -0.26 -0.05 -0.04
H -0.01 0.40 -0.03
O 0.45 0.07 0.40
H -0.11 -0.12 -0.58
H 0.48 -1.65 0.26
O -0.37 1.95 0.15

***

Density functional theory data (ωB97M-V with the def2-TZVPD basis set) for 5 unconnected molecules or ions with the total composition C2H12O3S2 at a distorted geometry.

Values from the calculation:
Net charge: 0
Kohn-Sham gap (eV): 3.70
HOMO level (eV): -8.869
Spin multiplicity: 1
DFT total energy (Eh): -1105.24418
LUMO energy (eV): -5.172

Last column: natural (NBO) charge in e.
Atoms and positions in Å:
1 C -1.93930 -1.24298 0.39487  -0.762
2 S -0.92723 -2.38080 -0.58324  0.249
3 S 1.65950 -0.33949 -0.27439  0.171
4 C 3.40908 -0.51783 -0.52828  -0.809
5 H -2.83517 -1.76681 0.69987  0.238
6 H -1.37259 -0.98740 1.30301  0.290
7 H -0.16324 -1.36190 -1.02033  0.155
8 H 3.74289 -1.50314 -0.17657  0.270
9 H 3.64082 -0.46707 -1.58488  0.236
10 H 3.89426 0.24667 0.08213  0.263
11 H -2.15824 -0.35448 -0.18488  0.292
12 H -2.66428 2.39472 0.20191  0.458
13 O -2.02844 1.72722 0.47829  -1.064
14 H 0.34791 1.29531 -1.24615  0.433
15 H -1.10316 1.52178 -0.82936  0.498
16 O -0.52164 1.44685 -1.65627  -0.982
17 H -1.02783 1.16261 1.59913  0.519
18 H 0.33231 0.47008 1.30669  0.453
19 O -0.28564 0.65665 2.01845  -0.907

Atomic forces in eV per Å
C 0.28 -1.19 0.06
S 0.23 1.14 0.47
S -0.12 -0.29 0.12
C -0.20 -0.47 -0.03
H -0.18 -0.19 0.03
H -0.02 0.38 -0.09
H -0.09 -0.22 -0.69
H -0.08 0.15 0.21
H 0.15 0.25 -0.07
H 0.13 -0.07 -0.09
H 0.02 0.49 0.03
H 0.03 0.05 0.21
O 0.00 -0.33 -0.30
H -0.23 0.22 -0.54
H -0.08 0.37 -0.41
O 0.19 -0.42 0.79
H -0.19 0.22 -0.20
H 0.10 0.12 0.14
O 0.06 -0.21 0.35

***

Density functional theory data (ωB97M-V with the def2-TZVPD basis set) for 4 unconnected molecules or ions with the total composition C2H12O3S2 at a distorted geometry.

Values from the calculation:
Net charge: 0
Kohn-Sham gap (eV): 9.15
HOMO level (eV): -8.722
Spin multiplicity: 1
DFT total energy (Eh): -1105.48157
LUMO energy (eV): 0.423
Structure (SMILES): CSSC.O.O.O

Last column: natural (NBO) charge in e.
Atoms and positions in Å:
1 C -0.35749 0.74335 1.69300  -0.741
2 S -1.57687 0.76740 0.31297  0.077
3 S -0.72272 -0.59616 -0.93377  0.033
4 C -1.78025 -2.08447 -0.96528  -0.744
5 H -0.60960 1.56277 2.36672  0.223
6 H 0.66187 0.90706 1.40189  0.230
7 H -0.37935 -0.24431 2.14571  0.237
8 H -1.50682 -2.77088 -0.16005  0.220
9 H -1.67320 -2.57520 -1.93813  0.230
10 H -2.82497 -1.76868 -0.94169  0.232
11 H 1.27702 -2.94233 0.79756  0.462
12 H 1.73011 -1.47153 0.98986  0.493
13 O 1.45895 -2.27826 1.43967  -0.960
14 H 2.77655 0.93398 -0.32547  0.493
15 H 2.16269 -0.30779 -0.98036  0.481
16 O 2.47379 0.03782 -0.12310  -0.966
17 H 1.16195 2.41447 -0.86282  0.477
18 H 1.30215 3.95353 -0.55818  0.482
19 O 1.76889 3.16665 -0.85428  -0.960

Atomic forces in eV per Å
C -0.59 -0.26 0.07
S 0.69 0.08 0.40
S 0.02 -0.29 -0.82
C -0.20 0.23 0.07
H -0.31 -0.26 0.16
H 0.36 0.17 -0.72
H -0.20 0.14 0.36
H -0.28 0.13 -0.10
H 0.39 0.16 0.15
H 0.11 -0.11 0.38
H -0.11 -0.52 -0.86
H 0.07 0.00 -0.26
O 0.05 0.53 1.20
H 0.09 -0.07 0.17
H 0.13 0.18 0.50
O -0.11 0.02 -0.73
H -0.28 0.51 0.11
H -0.23 -0.28 0.01
O 0.41 -0.35 -0.10

***

Energy above the lowest of the compared OMol25 structures with the same formula, charge and spin
In order: 121.0 158.0 191.7 99.5 88.0 142.0 111.5 239.6 675.7 52.5
Unit: kJ/mol